[1]
Below is a molecular structure, C35H58BN6P2STi at a distorted geometry, with properties calculated with wB97M-V/def2-TZVPD.

Calculated values
HOMO-LUMO gap (spin up / spin down), eV: 6.58 / 7.49
Strongest force on any atom, eV/Å: 3.23

ORCA input file:
```
! wB97M-V def2-TZVPD RIJCOSX def2/J DEFGRID3
* xyz 1 3
Ti -0.0183 0.0404 0.1634
C 4.8704 0.9922 1.6623
C 3.5592 0.2082 1.6479
C 2.4613 1.0324 2.3332
C 3.7672 -1.0919 2.4233
P 2.7524 -0.1511 -0.0452
C 3.0021 1.4967 -0.9187
N 1.8368 2.3339 -0.8117
B 0.4773 1.8817 -0.7185
N -0.2880 3.0953 -0.7311
C -1.7150 3.2257 -0.6076
P -2.3904 1.7135 0.2467
C -2.1432 2.1760 2.0813
C -0.8124 2.9077 2.2621
C -3.2410 3.0032 2.7419
C -2.0108 0.8174 2.7772
C -4.2207 1.8623 -0.2831
C -4.9280 3.2020 -0.0954
C -4.9989 0.7664 0.4450
C -4.1647 1.5125 -1.7784
C 0.5476 4.1852 -0.8647
C 0.2724 5.5409 -0.9289
C 1.3335 6.4205 -1.0593
C 2.6415 5.9619 -1.1172
C 2.9315 4.6069 -1.0461
C 1.8781 3.7140 -0.9217
C 3.8258 -1.2348 -1.1798
C 5.2160 -0.7025 -1.5114
C 3.9521 -2.6310 -0.5722
C 2.9767 -1.3372 -2.4566
H 5.2432 1.0105 2.6855
H 4.7447 2.0252 1.3484
H 5.6301 0.5222 1.0445
H 2.7366 1.2539 3.3625
H 1.5167 0.4602 2.3471
H 2.3107 1.9801 1.8109
H 3.9299 -0.8645 3.4749
H 4.6391 -1.6289 2.0626
H 2.8964 -1.7390 2.3528
H 3.2149 1.2974 -1.9800
H 3.8757 2.0004 -0.4936
H -2.1838 3.2931 -1.5995
H -1.9692 4.1334 -0.0457
H -0.8350 3.9094 1.8447
H 0.0019 2.3480 1.7909
H -0.6045 3.0009 3.3279
H -3.3887 3.9483 2.2265
H -2.9471 3.2278 3.7666
H -4.1839 2.4659 2.7816
H -1.1536 0.2663 2.3339
H -2.9220 0.2322 2.6550
H -1.8296 0.9486 3.8427
H -5.2295 3.3486 0.9362
H -5.8323 3.2097 -0.7032
H -4.3137 4.0420 -0.4069
H -6.0166 0.7188 0.0620
H -4.5281 -0.2039 0.2898
H -5.0547 0.9698 1.5117
H -3.8438 2.3599 -2.3792
H -5.1475 1.2148 -2.1364
H -3.4748 0.6847 -1.9556
H -0.7393 5.9145 -0.8698
H 1.1353 7.4796 -1.1098
H 3.4502 6.6710 -1.2145
H 3.9582 4.2722 -1.0873
H 5.8668 -0.7420 -0.6421
H 5.1949 0.3172 -1.8857
H 5.6588 -1.3318 -2.2820
H 4.6991 -2.6491 0.2144
H 4.2634 -3.3368 -1.3402
H 3.0021 -2.9676 -0.1598
H 2.9905 -0.4132 -3.0314
H 1.9339 -1.5700 -2.2085
H 3.3617 -2.1265 -3.0990
N -3.0611 -2.8560 0.2443
C -2.1787 -1.9869 0.8311
N -1.5070 -1.2754 -0.0720
C -1.9892 -1.6719 -1.2972
C -1.6569 -1.2391 -2.5806
C -2.3194 -1.8383 -3.6440
C -3.2791 -2.8265 -3.4460
C -3.6287 -3.2630 -2.1765
C -2.9721 -2.6704 -1.1098
H -3.7169 -3.4511 0.7220
H -2.0455 -1.9363 1.8940
H -0.9209 -0.4467 -2.7228
H -2.0924 -1.5248 -4.6511
H -3.7736 -3.2670 -4.2964
H -4.3836 -4.0178 -2.0228
S 0.6947 -2.5427 1.6844
C 0.4790 -4.0469 0.9752
N 0.4896 -5.1427 1.7406
C 0.2418 -6.4866 1.2565
C -0.5745 -6.4033 -0.0310
C 0.1404 -5.4605 -0.9956
N 0.3085 -4.1736 -0.3479
H 0.7101 -5.0105 2.7158
H -0.2956 -7.0433 2.0286
H 1.1941 -6.9981 1.0698
H -1.5678 -6.0034 0.1837
H -0.6852 -7.3921 -0.4691
H -0.4324 -5.3202 -1.9157
H 1.1206 -5.8798 -1.2522
H 0.2729 -3.3249 -0.8952
*
```



[2]
Below is C6H14N2O in the gas phase at a distorted geometry, with properties calculated with wB97M-V/def2-TZVPD.

Calculated values
HOMO-LUMO gap, eV: 10.11
Strongest force on any atom, eV/Å: 2.93
SMILES string: CC[C@H](C)/N=C\N(C)O

ORCA input file:
```
! wB97M-V def2-TZVPD RIJCOSX def2/J DEFGRID3
* xyz 0 1
C -0.1927 -1.7018 -1.5457
C -0.1164 -2.3224 -0.1705
C 0.0748 -1.3618 1.0037
C -1.2441 -0.6757 1.3456
N 1.2293 -0.4704 0.8042
C 0.9762 0.7350 0.4339
N -0.1032 1.3042 -0.3438
C 0.3699 1.8461 -1.6437
O -0.4391 2.4723 0.5079
H -0.6583 -2.3271 -2.2476
H -0.8160 -0.7992 -1.4898
H 0.8157 -1.5324 -1.9316
H -1.0814 -2.7551 0.0172
H 0.6663 -3.1275 -0.1233
H 0.3721 -1.8917 1.8845
H -1.1576 -0.0326 2.1592
H -1.9498 -1.4505 1.7244
H -1.6959 -0.1841 0.5525
H 1.7670 1.4881 0.6185
H 1.1999 2.5121 -1.6191
H -0.5358 2.2571 -2.0252
H 0.6902 1.0195 -2.3085
H -1.1929 2.0924 0.9633
*
```